# 1
A 2-piece molecular cluster, C6H12N2O overall, computed with ωB97M-V with the def2-TZVPD basis set.

Structure (XYZ):
```
21
C6H12N2O | the Open Molecules 2025 dataset | ωB97M-V with the def2-TZVPD basis set
O 0.800 -2.371 2.633
N -0.834 1.224 0.656
N 1.337 1.333 0.132
C -1.533 0.514 -3.026
C 0.640 0.811 -0.960
C -0.689 0.969 -0.721
C 1.388 -3.163 1.618
C 0.354 1.382 1.123
C -1.865 0.623 -1.553
H 2.327 1.122 0.186
H 2.455 -3.388 1.755
H -2.444 1.569 -1.530
H 1.308 -1.551 2.548
H 1.200 0.637 -1.865
H 1.256 -2.691 0.645
H -0.837 -0.334 -3.149
H -1.086 1.383 -3.519
H 0.933 -4.154 1.571
H -2.352 0.254 -3.701
H -2.525 -0.171 -1.226
H 0.683 1.595 2.121
```

The LUMO energy (spin up / spin down) comes out at 0.1329 / 0.1291 Eh. As for the multiplicity: 2. For the orbital gap (spin up / spin down), the calculation gives 0.09912 / 0.32057 hartree. The HOMO energy (spin up / spin down) is 0.9 / -5.2 eV. As for the expectation value of S²: 0.750. The calculation puts the energy above the lowest of the compared OMol25 structures with the same formula, charge and spin at 61.5 kJ/mol. Its charge is -1.

# 2
One molecule with the formula C3H2N2O2S, computed with ωB97M-V with the def2-TZVPD basis set.

Structure (XYZ):
```
10
C3H2N2O2S | the Open Molecules 2025 dataset | ωB97M-V with the def2-TZVPD basis set
S 1.281 -0.054 2.196
O 0.021 -1.460 0.264
O -1.078 1.797 -1.850
N -0.497 -1.520 -0.976
N -0.802 -0.526 -1.651
C -0.699 0.697 -1.117
C 0.061 0.954 -0.040
C 0.364 -0.152 0.858
H -1.597 1.536 -2.662
H 0.295 1.957 0.389
```

The LUMO energy comes out at -0.0398 Eh. For the orbital gap, the calculation gives 0.30115 hartree. The HOMO energy is -9.3 eV. Its structure (SMILES) is Oc1cc(=S)onn1. The calculation puts the energy above the lowest of the compared OMol25 structures with the same formula, charge and spin at 434.0 kJ/mol.

Asked for molecular weight across the records above, the calculation gives 128.17 130.13 u in order.